The molecule C3H3N3O, computed with the ωB97M-V functional and the def2-TZVPD basis.

Geometry as XYZ:
```
10
Properties=species:S:1:pos:R:3:forces:R:3
N -1.237083 2.331466 -0.339316 -0.205 -0.499 -0.076
C -1.314671 1.128214 -0.112289 0.039 0.151 -0.017
N -1.301690 -0.043644 0.252677 -0.112 0.795 -0.161
N -0.711255 -1.014786 -0.527656 0.373 -0.308 -0.043
O 1.044023 -0.072577 1.700457 0.216 -0.338 -0.450
C 1.406355 -0.726139 0.752236 -0.047 0.425 0.473
C 0.494615 -1.333936 -0.264641 -0.261 -0.058 -0.126
H -1.914098 2.734821 -0.990355 0.135 -0.196 0.294
H 2.483990 -0.908606 0.564050 -0.101 -0.075 0.038
H 0.907932 -2.126760 -0.887270 -0.037 0.103 0.068
```
Positions in Å, forces in eV/Å.

Properties
- HOMO level: -9.433 eV
- Lowest unoccupied orbital energy: -0.5 eV
- Energy above the lowest of the compared OMol25 structures with the same formula, charge and spin: 71.3 kcal/mol
- Orbital gap: 8.91 eV
- Total charge: 0
- Max |F|: 0.0159 Eh/bohr
- Structure (SMILES): N=C=N/N=C\C=O

***

The molecule C3H3N3O2 in a non-equilibrium geometry, computed with the ωB97M-V functional and the def2-TZVPD basis.

Geometry as XYZ:
```
11
Properties=species:S:1:pos:R:3:forces:R:3
C 1.430719 -0.043182 0.013949 3.953 2.264 -1.926
C -1.540949 -0.664542 -0.253379 1.281 1.939 0.892
C -0.294266 1.519449 0.117859 -0.574 0.936 0.941
H 1.450506 -1.771132 -0.002427 -2.392 -0.225 1.823
H -2.604778 -0.913321 -0.396368 0.874 -0.014 -0.269
H -0.654422 2.580475 0.525201 0.962 -2.312 -1.383
N 0.696804 -1.129295 0.489017 1.772 -2.634 -2.836
N -0.631613 -1.507394 -0.034231 0.870 0.649 0.369
N 0.933953 1.201851 0.052838 -3.085 2.470 0.941
O 2.642063 -0.055383 -0.366181 -3.550 -2.097 1.319
O -1.428019 0.782472 -0.146278 -0.111 -0.976 0.128
```
Positions in Å, forces in eV/Å.

Properties
- HOMO level: -10.334 eV
- Lowest unoccupied orbital energy: -0.5 eV
- Energy above the lowest of the compared OMol25 structures with the same formula, charge and spin: 99.2 kcal/mol
- Orbital gap: 9.88 eV
- Total charge: 0
- Max |F|: 0.0962 Eh/bohr
- Structure (SMILES): O=C1N=COC=NN1

***

The molecule C3H3N3O2 in a non-equilibrium geometry, computed with the ωB97M-V functional and the def2-TZVPD basis.

Geometry as XYZ:
```
11
Properties=species:S:1:pos:R:3:forces:R:3
C -1.026283 -0.512170 0.010255 -0.768 -0.516 -0.719
C 1.562016 0.707853 0.092927 -0.533 -1.247 0.476
C 1.337894 -0.780246 -0.053223 -0.782 1.956 1.552
H -3.037949 -0.474153 -0.233421 2.183 -0.807 0.119
H -1.379149 1.495256 0.131032 0.933 -1.277 -1.355
H 2.535292 1.151428 0.419100 -0.946 -0.665 -0.727
N -2.161628 -1.076003 -0.091175 -0.536 1.496 0.437
N -0.664172 0.825785 -0.282541 -2.321 1.745 1.440
N 0.533710 1.416807 -0.010082 -0.260 1.354 0.313
O 2.254632 -1.449950 -0.284282 1.422 -2.687 -0.648
O 0.045641 -1.304604 0.301412 1.607 0.649 -0.888
```
Positions in Å, forces in eV/Å.

Properties
- HOMO level: -10.048 eV
- Lowest unoccupied orbital energy: 0.1 eV
- Energy above the lowest of the compared OMol25 structures with the same formula, charge and spin: 70.3 kcal/mol
- Orbital gap: 10.11 eV
- Total charge: 0
- Max |F|: 0.0630 Eh/bohr
- Structure (SMILES): [H]/N=c1\[nH]ncc(=O)o1

***

The molecule C3H3N3O2 in a non-equilibrium geometry, computed with the ωB97M-V functional and the def2-TZVPD basis.

Geometry as XYZ:
```
11
Properties=species:S:1:pos:R:3:forces:R:3
C 0.542354 1.184869 -0.685353 -1.798 -0.184 1.629
C -0.470038 -0.394304 0.298582 0.836 2.931 -2.671
C -1.023130 -1.644426 0.451200 -2.536 -6.318 1.326
H 0.136753 2.590134 -1.981974 1.118 -1.048 1.093
H 0.965557 -0.696023 1.653918 0.709 0.693 -0.008
H -0.510282 -2.271415 1.317307 -0.641 1.142 -1.082
N 1.305738 0.927794 0.369394 0.401 -0.706 -0.015
N 0.657855 -0.099781 0.892878 1.110 -1.111 2.487
N -0.598666 0.428987 -0.724460 0.235 1.329 -1.775
O 0.875104 2.235293 -1.402634 -1.109 1.211 -1.940
O -1.881245 -2.261128 -0.188856 1.675 2.060 0.956
```
Positions in Å, forces in eV/Å.

Properties
- HOMO level: -9.955 eV
- Lowest unoccupied orbital energy: -0.5 eV
- Energy above the lowest of the compared OMol25 structures with the same formula, charge and spin: 60.5 kcal/mol
- Orbital gap: 9.45 eV
- Total charge: 0
- Max |F|: 0.1349 Eh/bohr
- Structure (SMILES): O=Cc1nc(O)n[nH]1

***

The molecule C3H3N3O2 in a non-equilibrium geometry, computed with the ωB97M-V functional and the def2-TZVPD basis.

Geometry as XYZ:
```
11
Properties=species:S:1:pos:R:3:forces:R:3
C -2.232901 -0.957801 -0.706322 -1.094 0.631 -2.400
C -1.683527 -0.032116 0.037477 0.628 0.716 1.742
C 0.817954 0.099469 0.135207 1.288 0.800 -0.011
N -1.115932 0.813490 0.747252 -2.004 0.347 -0.200
N 0.214930 0.797697 1.105448 -0.301 -4.588 -6.291
N 2.327737 0.119987 -0.033046 0.854 -0.204 -0.363
O 2.882107 0.491493 -1.056321 -1.849 0.995 -0.040
O 2.953640 -0.541101 0.752015 -0.135 -0.861 2.077
H -1.499185 -1.080624 -1.510548 0.501 0.077 -0.039
H -3.192001 -0.955813 -1.337758 0.885 -0.321 2.183
H 0.527182 1.245324 1.866601 1.227 2.407 3.341
```
Positions in Å, forces in eV/Å.

Properties
- HOMO level (alpha / beta): -9.155 / -9.155 eV
- Lowest unoccupied orbital energy (alpha / beta): -0.7 / -0.7 eV
- Energy above the lowest of the compared OMol25 structures with the same formula, charge and spin: 257.4 kcal/mol
- Orbital gap (alpha / beta): 8.42 / 8.42 eV
- Total charge: 0
- Max |F|: 0.1515 Eh/bohr

***

The molecule C3H3N3O2 in a non-equilibrium geometry, computed with the ωB97M-V functional and the def2-TZVPD basis.

Geometry as XYZ:
```
11
Properties=species:S:1:pos:R:3:forces:R:3
C -0.295484 -0.040219 -1.049920 -7.197 -2.696 -5.697
C 0.515343 0.342587 -0.136992 4.776 3.231 3.055
C 0.074467 -0.036215 1.104798 3.474 -0.909 3.574
H 0.276981 1.140887 -2.710713 -2.244 -4.606 1.715
H 1.454218 0.989442 -0.332879 -1.573 -1.387 0.458
H 1.656207 0.081713 2.155983 6.374 2.172 -0.814
N -1.012015 -0.648829 1.438538 -0.124 0.370 0.893
N -1.724272 -1.029663 0.508437 -4.262 -1.387 -5.363
N -1.511626 -0.774646 -0.824078 3.067 0.935 3.237
O -0.264335 0.151470 -2.400390 3.040 4.709 -0.959
O 0.830517 -0.176525 2.247215 -5.332 -0.432 -0.098
```
Positions in Å, forces in eV/Å.

Properties
- HOMO level: -9.489 eV
- Lowest unoccupied orbital energy: 0.0 eV
- Energy above the lowest of the compared OMol25 structures with the same formula, charge and spin: 127.5 kcal/mol
- Orbital gap: 9.46 eV
- Total charge: 0
- Max |F|: 0.1861 Eh/bohr
- Structure (SMILES): Oc1cc(O)nnn1

***

The molecule C3H3N3O2 in a non-equilibrium geometry, computed with the ωB97M-V functional and the def2-TZVPD basis.

Geometry as XYZ:
```
11
Properties=species:S:1:pos:R:3:forces:R:3
C 0.890639 -0.906714 1.703254 0.292 -0.734 2.198
C -0.486402 -0.303449 0.130190 0.096 -1.939 -0.986
C -1.083350 0.511592 -1.775016 -0.453 0.627 0.104
H 0.911031 -1.539806 2.641772 0.855 0.555 -0.705
H -1.524316 0.745643 -2.781223 0.502 -0.362 1.312
H 1.145071 0.990400 -0.034934 2.928 0.040 1.202
N -0.204782 -1.260830 1.009056 -1.735 1.703 -1.676
N -1.418442 -0.378947 -0.925788 -0.299 -1.121 0.241
N 0.208267 0.822451 -0.067160 -2.214 1.530 -2.078
O 1.669481 0.002075 1.449382 0.599 -0.646 1.014
O -0.107196 1.317585 -1.349535 -0.571 0.346 -0.624
```
Positions in Å, forces in eV/Å.

Properties
- HOMO level: -9.920 eV
- Lowest unoccupied orbital energy: 0.1 eV
- Energy above the lowest of the compared OMol25 structures with the same formula, charge and spin: 84.2 kcal/mol
- Orbital gap: 9.99 eV
- Total charge: 0
- Max |F|: 0.0661 Eh/bohr
- Structure (SMILES): O=C/N=c1/nco[nH]1

***

The molecule C3H3N3O2 in a non-equilibrium geometry, computed with the ωB97M-V functional and the def2-TZVPD basis.

Geometry as XYZ:
```
11
Properties=species:S:1:pos:R:3:forces:R:3
C -1.848662 -0.527304 -0.136245 4.059 0.744 1.525
C 0.382604 -0.539479 -0.006172 -4.448 -3.754 0.132
C 1.806596 -0.885813 -0.016213 4.245 5.652 1.509
H -0.387762 2.452652 -0.206450 3.653 -2.001 2.325
H -2.856205 -0.754295 0.034757 -1.106 -0.655 -0.265
H 2.362449 -1.827931 0.560399 -1.902 2.071 -2.023
N -0.186634 0.637412 -0.147002 3.334 3.680 1.144
N -1.446974 0.801553 -0.176480 -2.350 -3.975 -0.658
N -0.759129 -1.365674 0.091628 -0.314 1.012 -1.389
O 0.424622 1.791752 0.266829 -2.711 3.467 -3.031
O 2.509098 0.217131 -0.265048 -2.461 -6.241 0.730
```
Positions in Å, forces in eV/Å.

Properties
- HOMO level: -10.102 eV
- Lowest unoccupied orbital energy: -1.0 eV
- Energy above the lowest of the compared OMol25 structures with the same formula, charge and spin: 148.0 kcal/mol
- Orbital gap: 9.14 eV
- Total charge: 0
- Max |F|: 0.1406 Eh/bohr
- Structure (SMILES): O=Cc1ncnn1O

***

A structure of composition C3H3N3O2 in a non-equilibrium geometry, computed with the ωB97M-V functional and the def2-TZVPD basis.

Geometry as XYZ:
```
11
Properties=species:S:1:pos:R:3:forces:R:3
C 0.322427 -0.028133 -1.786165 1.132 -3.020 -2.092
C 0.100979 -0.094160 0.694546 -1.996 -0.957 1.371
C 1.520306 -0.393098 1.161040 9.760 1.439 0.128
H -2.026047 0.403854 0.403326 1.938 1.008 -2.807
H -0.369217 0.843712 -2.546469 2.812 -3.081 1.286
H -0.696216 -0.186134 2.432033 0.835 -0.490 3.774
N -0.385906 0.234155 -0.585546 4.954 -1.765 -0.797
N -0.908967 -0.151671 1.514018 0.362 0.942 -3.988
N 2.800047 -0.349242 1.394063 -11.865 -0.596 -1.890
O -1.610805 0.785025 -0.666658 -1.838 -0.952 3.137
O 1.253400 -1.064310 -2.014189 -6.094 7.473 1.877
```
Positions in Å, forces in eV/Å.

Properties
- HOMO level: -9.945 eV
- Lowest unoccupied orbital energy: -1.4 eV
- Energy above the lowest of the compared OMol25 structures with the same formula, charge and spin: 193.8 kcal/mol
- Orbital gap: 8.57 eV
- Total charge: 0
- Max |F|: 0.2339 Eh/bohr

***

The molecule C3H3N3O2 in a non-equilibrium geometry, computed with the ωB97M-V functional and the def2-TZVPD basis.

Geometry as XYZ:
```
11
Properties=species:S:1:pos:R:3:forces:R:3
C -0.746866 0.723110 -0.811348 0.803 -1.159 -1.548
C 0.027793 -0.661624 0.862799 -2.290 -0.808 2.563
C 1.022946 -0.311011 0.101224 5.787 1.516 -1.322
H -1.222383 1.962860 -2.331181 -0.259 -1.350 2.144
H -2.066969 -0.657401 0.560680 3.159 2.694 -1.820
H -0.053961 -1.097223 1.959692 0.578 0.816 -2.907
N -1.556578 1.418525 -1.463138 0.752 0.876 -1.356
N -1.081341 -0.153602 0.243782 -3.780 -1.566 1.638
N 2.408203 -0.307321 0.576411 -1.435 -5.709 2.725
O 2.558219 -1.394132 1.387458 -0.577 5.584 -3.899
O 0.710937 0.477820 -1.086377 -2.737 -0.895 3.782
```
Positions in Å, forces in eV/Å.

Properties
- HOMO level: -9.027 eV
- Lowest unoccupied orbital energy: -1.3 eV
- Energy above the lowest of the compared OMol25 structures with the same formula, charge and spin: 148.9 kcal/mol
- Orbital gap: 7.72 eV
- Total charge: 0
- Max |F|: 0.1329 Eh/bohr
- Structure (SMILES): [H]/N=c1/[nH]cc(N=O)o1

***

The molecule C3H3N3O3 in a non-equilibrium geometry, computed with the ωB97M-V functional and the def2-TZVPD basis.

Geometry as XYZ:
```
12
Properties=species:S:1:pos:R:3:forces:R:3
C -0.328547 -1.183710 -0.145196 0.492 -0.107 -0.087
C 1.816561 -0.530286 0.046174 -0.325 -0.377 -0.053
C 1.373367 0.952117 -0.047684 1.229 0.085 0.045
H -2.425940 1.033714 0.798280 0.134 -0.246 0.395
H -2.345006 0.644177 -0.761816 0.137 -0.487 0.496
H -1.126683 -1.880997 -0.330110 -0.252 -0.245 0.096
N -2.171871 0.262299 0.188830 1.125 0.862 -1.075
N -0.779010 0.033294 0.334712 -0.712 -0.762 -0.032
N 0.899715 -1.541447 -0.313184 -0.971 1.206 0.175
O 2.912062 -0.793134 0.419900 0.709 0.129 0.152
O 2.153219 1.860027 -0.145452 -1.366 -0.829 0.002
O 0.022135 1.143951 -0.044455 -0.198 0.770 -0.115
```
Positions in Å, forces in eV/Å.

Properties
- HOMO level: -10.247 eV
- Lowest unoccupied orbital energy: -0.5 eV
- Energy above the lowest of the compared OMol25 structures with the same formula, charge and spin: 98.0 kcal/mol
- Orbital gap: 9.73 eV
- Total charge: 0
- Max |F|: 0.0346 Eh/bohr
- Structure (SMILES): Nn1cnc(=O)c(=O)o1

***

The molecule C3H3N5 in a non-equilibrium geometry, computed with the ωB97M-V functional and the def2-TZVPD basis.

Geometry as XYZ:
```
11
Properties=species:S:1:pos:R:3:forces:R:3
C 0.517393 0.289801 0.974736 2.740 -1.073 1.001
C 1.080130 0.701547 -0.319608 -1.419 -1.415 -2.759
C -1.182688 -0.821805 -0.828361 1.008 -1.610 1.322
H 0.922235 -0.318453 2.782767 0.750 0.151 -1.413
H 1.763396 1.514101 -0.310257 0.581 0.635 -0.226
H -1.836412 -1.667725 -0.653891 -0.254 -0.183 -0.973
N 1.408023 -0.129394 1.846480 -4.116 0.867 0.107
N 0.729547 0.208426 -1.483147 0.628 -0.110 1.497
N -0.113679 -0.953765 -1.523022 -0.021 2.218 0.724
N -1.583761 0.151194 0.096212 -2.628 -0.390 -2.478
N -0.917019 0.645657 0.952161 2.731 0.911 3.199
```
Positions in Å, forces in eV/Å.

Properties
- HOMO level: -9.672 eV
- Lowest unoccupied orbital energy: -1.0 eV
- Energy above the lowest of the compared OMol25 structures with the same formula, charge and spin: 85.1 kcal/mol
- Orbital gap: 8.70 eV
- Total charge: 0
- Max |F|: 0.0837 Eh/bohr
- Structure (SMILES): [H]/N=c1/cnncnn1

***

- Which of these has the highest energy above the lowest of the compared OMol25 structures with the same formula, charge and spin?
  number 5

***

- energy above the lowest of the compared OMol25 structures with the same formula, charge and spin of number 9 (C3H3N3O2)?
  193.8 kcal/mol

***

- What is the energy above the lowest of the compared OMol25 structures with the same formula, charge and spin in the ninth record?
  193.8 kcal/mol